1.
This record from OMol25 describes a molecular structure, C36H34MnN7O2S. The level of theory is ωB97M-V with the def2-TZVPD basis set.

## Properties
spin multiplicity: 6
charge: -1
frontier orbital gap (alpha / beta): 4.39 / 7.12 eV
F_max: 0.97 eV/A
molar mass: 683.72 g/mol
<S²>: 8.89

Each line ends with the Mulliken spin population.
CARTESIAN COORDINATES (ANGSTROEM)
Mn (0.039, 0.288, -0.046)  3.977
S (4.228, -0.154, 1.424)  -0.005
C (3.225, -0.088, 2.816)  -0.024
C (1.911, 0.023, 2.495)  0.023
C (1.687, 0.066, 1.087)  -0.385
C (2.851, -0.023, 0.396)  0.079
C (2.879, 0.047, -1.062)  0.011
C (4.011, -0.003, -1.866)  0.005
C (3.864, 0.121, -3.238)  0.000
C (2.601, 0.295, -3.775)  0.003
C (1.523, 0.320, -2.906)  0.027
N (1.666, 0.188, -1.593)  0.042
H (3.669, -0.151, 3.800)  0.000
H (1.121, 0.052, 3.237)  -0.003
H (4.985, -0.130, -1.410)  0.002
H (4.732, 0.092, -3.885)  0.000
H (2.445, 0.410, -4.839)  0.001
H (0.504, 0.452, -3.259)  0.028
C (-1.118, 3.028, 1.834)  0.034
N (-1.044, 1.573, 1.688)  0.027
C (-1.510, 0.876, 2.646)  0.015
C (-1.397, -0.546, 2.609)  0.008
C (-1.840, -1.539, 3.486)  0.009
C (-1.407, -2.753, 2.930)  0.000
C (-0.729, -2.420, 1.747)  0.030
N (-0.720, -1.092, 1.560)  0.001
C (-2.447, 3.631, 1.407)  0.003
C (-3.225, 3.059, 0.400)  0.034
C (-4.400, 3.671, -0.020)  -0.007
C (-4.826, 4.855, 0.570)  0.001
C (-4.067, 5.424, 1.584)  0.000
C (-2.887, 4.814, 1.996)  0.003
H (-0.332, 3.451, 1.216)  -0.001
H (-0.924, 3.313, 2.873)  0.006
H (-1.968, 1.349, 3.518)  0.009
H (-2.412, -1.386, 4.395)  0.000
H (-1.561, -3.750, 3.321)  0.000
H (-0.256, -3.083, 1.032)  -0.001
H (-2.892, 2.144, -0.075)  -0.032
H (-4.972, 3.226, -0.827)  0.003
H (-5.743, 5.333, 0.240)  0.000
H (-4.391, 6.348, 2.053)  0.000
H (-2.292, 5.266, 2.785)  0.000
O (-2.797, 0.120, -2.917)  0.173
C (-2.117, 1.105, -2.532)  0.144
N (-1.199, 1.123, -1.475)  0.025
C (-0.571, 2.350, -1.424)  0.198
O (0.407, 2.486, -0.594)  0.157
C (-1.144, 3.228, -2.379)  0.047
C (-0.939, 4.581, -2.711)  0.027
C (-1.703, 5.133, -3.713)  0.023
C (-2.675, 4.360, -4.414)  0.110
C (-2.880, 3.030, -4.100)  -0.073
C (-2.121, 2.454, -3.077)  0.174
H (-0.198, 5.174, -2.181)  0.010
H (-1.569, 6.179, -3.977)  0.003
H (-3.259, 4.827, -5.200)  0.012
H (-3.614, 2.433, -4.632)  0.006
C (-4.708, -1.804, -2.144)  0.009
C (-4.359, -1.364, -0.743)  -0.005
N (-2.922, -1.401, -0.548)  0.004
C (-2.011, -1.999, -1.365)  -0.048
N (-0.737, -1.754, -1.208)  -0.007
C (0.148, -2.559, -2.031)  0.032
C (-0.379, -2.652, -3.450)  0.002
C (-1.700, -3.380, -3.390)  0.006
N (-2.518, -2.889, -2.287)  0.002
C (-3.957, -3.091, -2.419)  0.000
H (-4.373, -1.043, -2.850)  -0.002
H (-5.783, -1.963, -2.244)  -0.001
H (-4.844, -2.025, -0.018)  0.001
H (-4.713, -0.353, -0.550)  0.001
H (-2.527, -0.695, 0.039)  0.044
H (0.253, -3.576, -1.617)  0.002
H (1.141, -2.116, -2.015)  0.001
H (0.305, -3.177, -4.121)  0.000
H (-0.545, -1.637, -3.822)  -0.002
H (-1.529, -4.456, -3.276)  0.000
H (-2.252, -3.235, -4.321)  -0.002
H (-4.302, -3.887, -1.747)  0.001
H (-4.150, -3.423, -3.438)  0.000

Force components x, y, z for each atom (eV/Å):
Mn -0.39 -0.21 0.29
S 0.21 -0.03 0.05
C 0.13 -0.01 0.07
C -0.14 -0.01 0.05
C -0.31 0.12 0.16
C 0.37 -0.03 -0.44
C 0.28 -0.02 0.31
C 0.20 -0.02 -0.02
C 0.21 -0.02 0.10
C -0.15 0.01 -0.04
C -0.20 0.10 -0.13
N -0.56 0.06 -0.03
H -0.04 0.01 -0.08
H 0.06 -0.01 -0.10
H -0.01 0.01 -0.06
H -0.01 -0.01 0.05
H -0.01 0.00 0.04
H 0.08 -0.02 0.07
C -0.29 -0.08 -0.07
N 0.15 0.47 -0.31
C -0.08 -0.19 0.21
C -0.02 -0.04 0.08
C 0.00 -0.05 0.05
C 0.09 0.08 -0.13
C 0.02 -0.15 0.15
N -0.22 0.17 -0.41
C 0.01 -0.09 -0.03
C 0.00 0.06 0.03
C 0.06 0.01 0.03
C 0.01 -0.03 0.00
C 0.06 -0.04 0.00
C -0.02 0.03 -0.02
H 0.10 0.03 -0.07
H -0.02 0.00 0.08
H -0.06 0.01 0.08
H 0.08 -0.03 -0.12
H 0.01 0.09 -0.03
H -0.09 0.10 0.09
H -0.01 0.02 0.01
H 0.04 0.01 0.05
H 0.07 -0.03 0.02
H 0.02 -0.05 -0.01
H -0.05 -0.02 -0.03
O 0.63 0.74 0.00
C -0.07 -0.04 0.18
N -0.01 -0.12 -0.16
C 0.29 -0.11 0.39
O -0.31 -0.27 -0.29
C -0.17 0.15 -0.31
C -0.02 -0.08 -0.03
C -0.09 -0.07 -0.07
C 0.09 0.02 0.10
C 0.10 0.09 0.02
C 0.05 0.15 -0.05
H -0.08 -0.07 -0.04
H -0.02 -0.08 0.00
H 0.03 -0.01 0.04
H 0.02 0.02 0.03
C -0.07 -0.03 -0.18
C 0.14 0.02 -0.02
N 0.16 -0.40 -0.03
C -0.17 0.04 -0.15
N -0.05 -0.06 -0.17
C -0.03 -0.04 0.16
C 0.01 0.08 -0.01
C -0.11 0.12 0.08
N 0.02 -0.09 0.01
C 0.09 0.03 0.08
H -0.19 -0.13 0.09
H -0.05 -0.04 0.06
H -0.05 -0.05 0.10
H 0.02 0.12 -0.03
H 0.16 0.12 0.28
H 0.00 0.01 -0.01
H 0.05 -0.04 0.03
H 0.02 0.02 0.01
H 0.03 -0.04 -0.04
H 0.00 -0.10 0.01
H -0.06 0.02 -0.05
H 0.03 -0.03 0.04
H 0.03 -0.06 -0.05

2.
This record from OMol25 describes 5 unconnected molecules or ions with the total composition C36H34N3O10. The level of theory is ωB97M-V with the def2-TZVPD basis set.

## Properties
charge: +1
frontier orbital gap: 7.41 eV
F_max: 1.20 eV/A
molar mass: 668.68 g/mol

Each line ends with the Löwdin charge.
CARTESIAN COORDINATES (ANGSTROEM)
C (1.047, -9.063, 3.339)  0.190
C (0.439, -8.541, 2.452)  -0.049
C (-0.082, -7.619, 1.532)  -0.223
C (0.639, -6.998, 0.571)  0.077
N (-0.241, -6.138, -0.094)  0.050
C (0.080, -5.213, -1.201)  -0.097
C (1.527, -4.786, -1.206)  -0.172
C (1.853, -3.698, -0.188)  -0.193
C (0.946, -2.476, -0.251)  -0.232
C (1.491, -1.351, 0.620)  -0.260
C (0.685, -0.068, 0.513)  -0.109
C (-1.440, -6.271, 0.455)  -0.179
C (-2.694, -5.541, 0.081)  -0.112
O (-3.624, -5.634, 1.129)  -0.099
N (-3.310, -4.597, 2.101)  0.049
O (-3.033, -5.059, 3.121)  0.110
N (-1.383, -7.167, 1.442)  0.228
H (1.608, -9.493, 4.126)  0.051
H (1.670, -7.110, 0.330)  0.143
H (-0.195, -5.712, -2.126)  0.141
H (-0.574, -4.357, -1.117)  0.105
H (1.769, -4.469, -2.214)  0.127
H (2.181, -5.632, -1.018)  0.101
H (1.825, -4.087, 0.828)  0.107
H (2.864, -3.358, -0.387)  0.120
H (-0.046, -2.710, 0.143)  0.104
H (0.813, -2.112, -1.269)  0.122
H (2.534, -1.165, 0.378)  0.112
H (1.461, -1.691, 1.655)  0.107
H (1.261, 0.761, 0.902)  0.059
H (0.410, 0.170, -0.510)  0.070
H (-0.227, -0.115, 1.102)  0.076
H (-2.471, -4.496, -0.129)  0.130
H (-3.127, -5.984, -0.811)  0.153
H (-2.150, -7.469, 2.023)  0.184
C (-1.451, 3.947, -0.023)  0.008
C (-2.383, 4.472, -0.813)  0.022
C (-2.136, 4.667, -2.264)  -0.379
O (-2.985, 5.145, -2.987)  0.105
C (-0.820, 4.250, -2.798)  0.026
C (0.112, 3.726, -2.009)  0.024
C (-0.129, 3.535, -0.560)  -0.400
O (0.719, 3.054, 0.166)  0.068
H (-1.607, 3.796, 1.038)  0.123
H (-3.353, 4.780, -0.443)  0.123
H (-0.658, 4.403, -3.857)  0.090
H (1.082, 3.422, -2.381)  0.127
C (0.306, 8.507, 0.703)  0.025
C (0.512, 9.074, 1.888)  0.026
C (0.939, 8.271, 3.062)  -0.385
O (1.125, 8.784, 4.142)  0.115
C (1.130, 6.811, 2.860)  0.028
C (0.924, 6.244, 1.674)  0.027
C (0.496, 7.049, 0.503)  -0.363
O (0.307, 6.534, -0.580)  0.108
H (-0.007, 9.073, -0.166)  0.123
H (0.379, 10.135, 2.056)  0.124
H (1.444, 6.245, 3.728)  0.123
H (1.060, 5.182, 1.507)  0.105
C (-1.002, 5.490, -6.744)  0.024
C (-1.616, 5.780, -7.887)  0.027
C (-0.849, 5.992, -9.141)  -0.384
O (-1.408, 6.257, -10.182)  0.115
C (0.629, 5.866, -9.069)  0.024
C (1.242, 5.576, -7.926)  0.019
C (0.476, 5.363, -6.674)  -0.379
O (1.039, 5.096, -5.632)  0.093
H (-1.546, 5.336, -5.819)  0.108
H (-2.692, 5.877, -7.960)  0.125
H (1.168, 6.025, -9.994)  0.123
H (2.318, 5.482, -7.852)  0.122
C (1.781, -4.082, 5.864)  0.021
C (1.483, -4.088, 7.161)  0.032
C (0.082, -4.254, 7.631)  -0.378
O (-0.191, -4.261, 8.809)  0.129
C (-0.973, -4.413, 6.596)  0.036
C (-0.670, -4.404, 5.301)  0.013
C (0.727, -4.242, 4.835)  -0.384
O (0.992, -4.249, 3.647)  0.073
H (2.794, -3.964, 5.501)  0.123
H (2.236, -3.975, 7.930)  0.127
H (-1.987, -4.532, 6.957)  0.127
H (-1.408, -4.513, 4.519)  0.078

Force components x, y, z for each atom (eV/Å):
C -0.02 -0.12 -0.03
C -0.05 0.21 0.71
C 0.32 -0.33 -0.47
C -0.95 0.62 -0.39
N 0.34 -0.27 0.55
C -0.08 -0.51 -0.32
C 0.17 0.05 0.34
C -0.28 0.24 -0.32
C 0.10 0.15 0.39
C -0.36 -0.05 0.02
C 0.16 0.00 0.23
C -0.37 0.18 0.11
C 0.01 0.23 -0.13
O -0.11 -0.84 0.09
N 0.49 0.51 0.25
O -0.55 -0.05 -0.14
N 0.60 -0.01 -0.27
H 0.09 -0.31 0.19
H 0.27 0.06 -0.09
H 0.08 -0.20 -0.12
H -0.13 0.24 0.15
H -0.04 0.25 -0.19
H 0.05 -0.25 -0.16
H 0.10 -0.15 0.17
H 0.28 -0.07 0.10
H -0.22 -0.10 -0.08
H 0.05 -0.06 -0.23
H 0.17 0.03 -0.13
H 0.20 -0.05 0.16
H 0.02 0.25 0.01
H 0.04 0.04 -0.21
H -0.22 -0.10 0.02
H 0.10 0.19 -0.11
H -0.18 -0.04 -0.09
H -0.17 0.15 -0.01
C -0.04 -0.01 -0.01
C -0.02 -0.02 0.05
C 0.02 0.04 -0.02
O -0.02 -0.01 -0.01
C 0.00 -0.06 -0.03
C -0.02 -0.07 -0.01
C 0.03 0.08 -0.06
O -0.02 0.07 0.03
H 0.03 -0.01 0.00
H -0.01 0.02 -0.03
H 0.08 0.03 0.01
H 0.02 0.03 0.02
C -0.01 0.04 0.01
C -0.02 0.00 -0.05
C 0.01 0.02 0.02
O 0.00 0.00 0.01
C -0.02 -0.04 -0.04
C 0.01 -0.03 0.02
C 0.03 0.04 0.00
O -0.02 -0.04 0.04
H 0.00 -0.03 -0.02
H 0.01 0.00 0.04
H 0.00 0.03 0.02
H 0.01 0.00 -0.03
C 0.01 -0.01 0.01
C 0.00 -0.01 0.05
C -0.01 0.01 -0.02
O 0.00 -0.01 -0.01
C 0.05 -0.01 0.03
C 0.00 0.01 -0.04
C -0.01 0.04 -0.01
O -0.07 -0.07 0.02
H 0.00 0.03 0.01
H 0.00 0.01 -0.03
H -0.03 0.01 -0.02
H 0.00 0.00 0.04
C 0.03 0.01 0.00
C 0.02 0.00 -0.07
C 0.02 0.01 0.05
O 0.00 -0.01 -0.02
C -0.04 0.00 -0.06
C 0.08 0.00 -0.01
C 0.03 -0.01 0.06
O -0.03 -0.06 -0.11
H -0.01 0.01 -0.02
H -0.03 0.00 0.03
H 0.02 0.01 0.04
H 0.01 0.05 0.13